1.
145
Properties=species:S:1:pos:R:3 method="wB97M-V/def2-TZVPD" lumo_ev="-2.5 / -2.1" homo_lumo_gap_ev="8.384 / 8.754" spin_multiplicity=2 homo_energy_ha="-0.3982 / -0.3982" largest_force_ha_per_bohr=0.0551 e_above_lowest_ev=0.000 charge=+1
O -0.92863 2.63643 3.63128
V -1.51790 1.57681 2.58974
C -1.67007 -0.34615 -0.05349
C -0.26115 -0.24784 0.44849
C 0.94184 0.32922 -0.30871
O -0.34558 0.67814 1.52893
H -1.67215 -1.08617 -0.86112
H -1.93178 0.64156 -0.44675
H -2.30209 -0.66314 0.78612
H 0.02865 -1.20401 0.85055
H 1.80311 0.27130 0.38986
H 0.73597 1.32737 -0.72009
H 1.27236 -0.23030 -1.19954
C -1.52091 4.27004 0.92593
C -0.18541 4.68309 1.50995
O 0.86315 3.97627 0.88521
O -1.72264 2.81194 1.01802
H -1.49017 4.54574 -0.13448
H -2.34789 4.75331 1.43731
H -0.09280 4.52755 2.59630
H 0.06110 5.70778 1.14710
H 0.97903 3.05621 1.13522
H -1.12369 2.43944 0.35498
C -1.50481 3.26000 -2.32127
C -1.25430 3.36164 -3.80958
O -0.59560 4.57634 -4.03554
O -2.07610 4.44102 -1.83678
H -0.54056 3.11346 -1.76979
H -2.18413 2.41664 -2.11683
H -2.20586 3.24221 -4.32317
H -0.60256 2.53362 -4.07276
H 0.37058 4.39725 -4.10362
H -2.01621 5.12980 -2.53925
C 2.97809 3.39936 -3.04911
C 2.96154 4.62478 -2.16844
O 1.65830 5.17036 -2.03178
O 2.39779 3.63498 -4.37492
H 2.21323 2.72743 -2.61492
H 3.98326 2.92710 -3.07959
H 3.59382 5.42065 -2.57677
H 3.35934 4.27559 -1.20778
H 1.30894 4.78066 -1.20580
H 3.02130 4.17455 -4.86670
C 1.66731 -2.96834 3.94714
C 1.93950 -1.53358 4.35580
C 2.34911 -0.66314 3.17790
O 2.90008 0.53955 3.64679
C 3.52070 1.30208 2.56674
N 0.73793 -1.01144 5.05358
H 2.56462 -3.48999 3.63038
H 0.94502 -3.01476 3.12517
H 1.24912 -3.59394 4.74663
H 2.81387 -1.48744 5.01523
H 1.43977 -0.44143 2.53433
H 3.09974 -1.22082 2.55830
H 2.79229 1.76600 1.92064
H 4.16211 0.67232 1.98725
H 4.03526 2.16059 2.98363
H 0.85673 -1.43252 5.98696
H 0.96461 -0.03085 5.22611
C -3.28855 -2.30470 4.21654
C -2.87863 -0.92041 3.50908
C -4.08966 -0.06659 3.10128
O -3.55845 1.17668 2.54856
C -4.64156 2.03124 2.07418
N -1.83954 -0.10470 4.16857
H -2.38872 -2.84718 4.51306
H -3.84002 -2.87907 3.44861
H -3.97667 -2.12664 5.07806
H -2.51591 -1.23357 2.55256
H -4.74036 0.15180 3.95489
H -4.73891 -0.54841 2.35797
H -4.14932 2.93882 1.74233
H -5.31530 2.20132 2.91617
H -5.12028 1.50920 1.24037
H -1.04149 -0.67970 4.46742
H -2.20227 0.08674 5.12766
C 1.92429 -5.07166 0.41895
C 3.09249 -4.50812 -0.39473
C 3.50711 -3.11467 0.20582
O 4.60443 -2.51086 -0.52675
C 4.16673 -1.86273 -1.70170
N 4.22645 -5.42243 -0.59162
H 1.17114 -4.28703 0.48442
H 2.28500 -5.42608 1.37394
H 1.53934 -5.95908 -0.12977
H 2.74078 -4.36869 -1.42126
H 3.95762 -3.25783 1.18397
H 2.58257 -2.50159 0.23184
H 3.29462 -1.21936 -1.40095
H 3.85674 -2.53043 -2.48679
H 5.02450 -1.25625 -2.08167
H 4.71350 -5.51050 0.30210
H 4.98137 -4.90241 -1.06035
C -2.24938 -0.58992 -4.43691
C -2.11663 -2.07617 -4.90507
C -1.75673 -2.92141 -3.70627
O -0.49405 -2.51961 -3.11965
C 0.09895 -3.58123 -2.41211
N -3.40677 -2.63370 -5.28771
H -2.91370 -0.46803 -3.57523
H -2.57712 0.09944 -5.25348
H -1.26373 -0.20085 -4.16674
H -1.37256 -2.17653 -5.70985
H -1.70152 -3.96769 -4.05874
H -2.56492 -2.92327 -2.91593
H 0.30148 -4.45308 -3.03369
H -0.49834 -3.91770 -1.57839
H 1.03909 -3.15154 -2.15019
H -3.59906 -2.93600 -6.23847
H -4.09669 -1.94256 -5.10499
C 6.66956 2.85035 2.84160
C 7.28391 1.90808 1.78606
C 7.06742 2.47434 0.41920
O 5.70399 2.51399 0.00465
C 5.36165 1.36797 -0.72713
N 8.72521 1.81053 2.00737
H 6.55141 2.32176 3.81689
H 5.69871 3.11531 2.47217
H 7.28711 3.74918 3.00157
H 6.75186 0.92604 1.77305
H 7.68563 1.97945 -0.36460
H 7.40326 3.51834 0.44127
H 5.34967 0.45435 -0.05327
H 6.05362 1.21393 -1.54624
H 4.40428 1.53504 -1.23154
H 9.22548 1.12565 1.45740
H 8.92222 1.66081 2.95557
C -9.03243 -2.46387 -0.41958
C -8.41628 -1.86382 -1.65448
C -7.00949 -1.23879 -1.35531
O -6.12616 -2.14595 -0.77382
C -4.81613 -1.85440 -1.12998
N -8.35957 -2.70220 -2.85592
H -8.52644 -3.27071 0.05406
H -10.03087 -2.83564 -0.64622
H -9.27653 -1.70680 0.32461
H -9.09387 -1.00618 -1.90598
H -7.25484 -0.38441 -0.69185
H -6.66184 -0.87815 -2.33015
H -4.43678 -0.85247 -0.91569
H -4.64234 -2.01822 -2.22142
H -4.14896 -2.59460 -0.61208
H -9.24794 -3.18521 -2.98485
H -7.71216 -3.45327 -2.57362

2.
152
Properties=species:S:1:pos:R:3 method="wB97M-V/def2-TZVPD" lumo_ev="-3.5 / -5.7" homo_lumo_gap_ev="8.928 / 6.785" spin_multiplicity=6 homo_energy_ha="-0.4577 / -0.4577" largest_force_ha_per_bohr=0.1217 charge=+2
Fe -1.73955 2.33124 0.86511
C 0.23036 -0.62901 0.04845
C -0.23906 0.48792 -0.90561
O -0.51279 1.79535 -0.35281
H 0.85352 -1.32428 -0.58905
H -0.54465 -1.30819 0.46716
H 0.90155 -0.16919 0.75369
H -1.08493 0.04512 -1.46554
H 0.53597 0.75317 -1.69212
C 3.48582 -3.29237 -2.40110
C 4.83695 -3.12068 -1.76116
C 5.93965 -4.01142 -2.43084
O 5.63898 -5.41237 -2.28005
C 6.46892 -6.44507 -2.80938
N 5.17391 -1.68913 -1.83392
H 2.60456 -3.01716 -1.76343
H 3.29013 -4.33528 -2.58675
H 3.51453 -2.69420 -3.32195
H 4.89057 -3.48751 -0.67138
H 6.85624 -3.90785 -1.81944
H 6.10313 -3.76359 -3.50763
H 6.40328 -6.47413 -3.95732
H 6.17987 -7.37652 -2.33313
H 7.49621 -6.16129 -2.65782
H 6.15909 -1.52727 -1.61993
H 5.00322 -1.22625 -2.70686
C -5.75985 -1.64497 -2.21527
C -5.12118 -0.81931 -1.12571
C -6.20640 -0.12821 -0.32951
O -5.70419 1.22028 0.02256
C -6.59984 1.93574 0.87812
N -4.07860 -1.32920 -0.23220
H -6.19612 -2.55996 -1.86807
H -4.93952 -2.03246 -2.79373
H -6.44978 -1.02191 -2.79243
H -4.70410 0.03588 -1.65880
H -6.50161 -0.69684 0.59690
H -7.15595 0.01585 -0.91625
H -6.33778 2.97623 0.82613
H -6.55432 1.51600 1.92645
H -7.68964 1.80074 0.63710
H -4.42067 -2.15587 0.27952
H -3.32089 -1.70328 -0.80909
C 4.33678 -0.64682 2.41961
C 4.89440 0.24603 3.45811
C 6.44622 0.21766 3.68585
O 7.03932 0.80194 2.56828
C 8.43871 0.47986 2.45300
N 4.37260 1.63223 3.26307
H 3.27282 -0.62223 2.52750
H 4.55963 -1.68113 2.57382
H 4.53074 -0.23837 1.46296
H 4.54490 -0.12372 4.44597
H 6.87789 -0.81573 3.86787
H 6.75440 0.73719 4.54288
H 8.66977 -0.55944 2.27726
H 8.93200 0.70985 3.38606
H 8.87246 1.08919 1.72064
H 4.95377 2.05435 2.54161
H 4.51246 2.19988 4.05417
C -3.84926 2.08681 3.47986
C -3.32547 0.77227 2.99987
C -4.19449 -0.42883 3.40128
O -3.31568 -1.53266 3.16962
C -3.79149 -2.73347 3.76425
N -3.02561 0.82477 1.49567
H -4.32538 2.03189 4.50549
H -4.69957 2.36414 2.91143
H -3.04626 2.82158 3.51000
H -2.34947 0.60322 3.47023
H -5.18940 -0.52982 2.87191
H -4.42651 -0.33489 4.45291
H -4.83911 -2.90185 3.52143
H -3.60223 -2.65570 4.85910
H -3.21355 -3.59275 3.40890
H -3.96885 0.92411 1.11270
H -2.79611 -0.17008 1.17542
C -1.46630 -6.15412 2.06981
C -1.16760 -5.76916 0.61366
C -0.00449 -6.73480 0.16039
O 0.52582 -6.33476 -1.06003
C 1.61678 -7.16546 -1.50408
N -2.38519 -5.84183 -0.22281
H -0.55495 -5.98267 2.71901
H -1.77080 -7.22383 2.05274
H -2.36724 -5.64373 2.45618
H -0.75196 -4.73488 0.67420
H -0.49937 -7.74469 0.08594
H 0.76013 -6.88303 0.96975
H 1.88337 -6.71921 -2.47190
H 1.24869 -8.23894 -1.66528
H 2.38769 -7.17604 -0.71403
H -2.23745 -5.41683 -1.09953
H -2.61791 -6.80330 -0.33924
C 3.12688 3.17716 -0.96407
C 2.48884 4.18096 -1.87437
C 2.32055 3.65036 -3.27265
O 3.55831 3.65597 -3.87401
C 3.71742 3.64274 -5.34165
N 1.11538 4.40733 -1.36486
H 3.39028 3.66037 -0.03724
H 4.10005 2.79673 -1.32792
H 2.56558 2.25419 -0.75207
H 3.01719 5.19164 -1.89245
H 1.63527 4.28727 -3.77963
H 1.92251 2.59933 -3.15494
H 4.50002 2.92845 -5.54772
H 3.99474 4.68082 -5.64052
H 2.86706 3.30814 -5.93808
H 0.63060 5.14423 -1.82569
H 0.51625 3.56267 -1.41671
C -2.64537 3.21176 -2.38787
C -3.00391 4.00959 -1.20902
C -4.14678 4.93740 -1.58715
O -4.54974 5.78931 -0.53239
C -5.53529 6.75292 -1.10481
N -3.40369 3.28177 0.06795
H -3.46125 2.56869 -2.62914
H -1.70614 2.71385 -2.26114
H -2.50800 4.01905 -3.17224
H -2.15032 4.70009 -0.98208
H -4.98082 4.38846 -2.04300
H -3.76285 5.55799 -2.52565
H -6.02711 7.27499 -0.30940
H -6.29345 6.15034 -1.62268
H -5.07843 7.43954 -1.82869
H -3.73142 3.95470 0.81490
H -3.96271 2.52606 -0.25016
C -0.79514 5.34935 1.78021
O -1.49379 4.30990 1.57649
N -1.27224 6.36066 2.49639
N 0.48724 5.47911 1.37721
H -2.17984 6.28783 2.83339
H -0.87777 7.26437 2.45331
H 0.72840 4.90660 0.60122
H 0.98700 6.36402 1.45370
C -0.84816 -2.84923 -2.35545
O -1.75051 -2.67824 -1.53624
N 0.29037 -3.40790 -2.18700
N -1.23416 -2.30741 -3.60556
H 0.79254 -3.68454 -3.01474
H 0.47534 -4.09800 -1.48362
H -0.95584 -2.81645 -4.42974
H -2.24382 -2.18393 -3.60124
C 0.80282 1.80014 2.83849
O -0.38071 2.06710 2.48729
N 1.07033 1.33222 4.08783
N 1.83042 1.93524 2.00814
H 0.28800 1.06795 4.69456
H 2.02582 1.26803 4.44668
H 1.57513 2.17140 1.09960
H 2.80432 1.74593 2.36976